{"formula": "C12H21ClN6O", "method": "ωB97M-V with the def2-TZVPD basis set", "species": ["C", "C", "C", "C", "N", "C", "N", "C", "N", "H", "C", "C", "H", "H", "H", "C", "H", "H", "H", "H", "N", "C", "N", "Cl", "N", "C", "O", "C", "H", "H", "H", "H", "H", "H", "H", "H", "H", "H", "H", "H", "H"], "xyz": [[-3.45605, -1.08178, 1.57881], [-2.44124, -2.15922, 1.21792], [-1.10870, -1.59838, 0.72069], [-1.20794, -0.82335, -0.60539], [-1.08237, 0.60707, -0.43410], [0.10791, 1.19230, -0.25686], [1.20723, 0.45289, -0.38069], [2.35158, 1.10813, -0.20687], [3.50460, 0.45461, -0.34720], [4.34003, 0.97376, -0.12542], [3.60219, -0.96977, -0.58540], [3.59480, -1.73599, 0.73808], [2.68550, -1.50891, 1.28810], [4.45267, -1.45560, 1.34542], [3.63262, -2.80572, 0.55266], [4.86245, -1.25569, -1.39243], [4.91877, -2.31312, -1.63448], [4.85817, -0.68743, -2.31899], [5.74805, -0.98547, -0.82077], [2.71211, -1.24486, -1.15971], [2.44369, 2.42096, 0.09872], [1.29032, 3.02623, 0.21056], [0.09471, 2.50822, 0.05348], [1.33810, 4.68591, 0.61890], [-2.20963, 1.39538, -0.20711], [-3.27744, 1.43898, -1.05649], [-3.46871, 0.63180, -1.93786], [-4.23493, 2.55312, -0.69806], [-4.48152, 2.51889, 0.35992], [-3.77492, 3.51372, -0.91970], [-5.14080, 2.44827, -1.28767], [-1.96616, 2.22183, 0.33067], [-2.15721, -1.01276, -1.10587], [-0.39293, -1.11591, -1.26861], [-0.41365, -2.42857, 0.58874], [-0.68391, -0.94037, 1.48140], [-2.86335, -2.81080, 0.45024], [-2.24445, -2.77306, 2.10010], [-4.33574, -1.53227, 2.03263], [-3.02845, -0.37553, 2.28751], [-3.77540, -0.53750, 0.69515]], "mulliken_charge": [-0.92, -0.74, -0.47, -1.02, 0.02, 0.72, -0.21, 0.37, -0.14, 0.34, 0.71, -1.34, 0.30, 0.33, 0.38, -1.53, 0.40, 0.41, 0.36, 0.14, -0.68, 0.17, -0.57, -0.17, -0.23, 0.73, -0.62, -1.31, 0.33, 0.36, 0.37, 0.40, 0.65, 0.41, 0.24, 0.34, 0.34, 0.37, 0.42, 0.27, 0.10], "charge": 0, "e_tot_ev": -36296.683, "smiles": "CCCCN(NC(C)=O)c1nc(Cl)nc(NC(C)C)n1", "spin_multiplicity": 1, "e_homo_ev": -8.67}